[1]
Formula: C4H8N3O
Source: the Open Molecules 2025 dataset
Level of theory: wB97M-V/def2-TZVPD

The geometry in XYZ format:
```
16
Properties=species:S:1:pos:R:3
C 3.080 -0.735 -0.556
C 1.443 0.621 0.292
C -2.219 -0.098 -0.863
C -1.256 -0.093 1.303
N 2.558 0.588 -0.342
N 0.425 0.623 0.859
N -2.084 0.411 0.456
O 2.457 -1.722 -0.251
H 3.966 -0.818 -1.091
H -3.318 0.029 -1.076
H -1.783 0.460 -1.800
H -1.775 -1.110 -0.748
H -1.091 -1.177 1.030
H -1.144 0.316 2.386
H 3.182 1.418 -0.413
H -2.443 1.286 0.814
```

Properties
- energy above the lowest of the compared OMol25 structures with the same formula, charge and spin (kcal/mol) = 76.4
- 2S+1 = 3
- orbital gap (alpha / beta) (eV) = 6.772 / 6.315
- charge = +1

[2]
Formula: C4H8N3O4P
Source: the Open Molecules 2025 dataset
Level of theory: wB97M-V/def2-TZVPD

The geometry in XYZ format:
```
20
Properties=species:S:1:pos:R:3
C -1.445 -1.289 -1.163
C 0.566 -0.470 2.255
C 1.410 -1.055 1.444
C -1.515 0.444 -2.450
N -0.402 -1.292 -1.918
N -2.229 -0.188 -1.439
N -0.463 -0.270 -2.763
O 2.607 1.665 0.389
O 0.078 1.332 -0.296
O 1.625 -0.673 0.096
O 2.068 0.653 -1.874
P 1.496 0.824 -0.399
H -1.685 -2.020 -0.458
H 0.554 -0.997 3.259
H 0.000 0.330 1.920
H 2.072 -1.951 1.696
H 1.609 -0.040 -2.333
H -1.705 1.339 -2.983
H -2.739 0.196 -0.672
H 2.567 2.639 0.140
```

Properties
- 2S+1 = 3
- orbital gap (alpha / beta) (eV) = 5.468 / 7.380
- charge = 0

[3]
Formula: C4H8N3S
Source: the Open Molecules 2025 dataset
Level of theory: wB97M-V/def2-TZVPD

The geometry in XYZ format:
```
16
Properties=species:S:1:pos:R:3
C 3.592 1.048 0.790
C -2.529 0.164 -0.583
C 2.922 0.108 -0.082
C -3.528 -0.845 -0.064
N -1.369 0.302 -0.151
N -0.400 0.535 0.407
N 1.772 -0.410 -0.293
S 4.585 0.030 -0.324
H 3.494 2.055 0.348
H 3.591 0.904 1.867
H -2.895 0.791 -1.494
H -4.164 -1.340 -0.781
H -4.054 -0.339 0.767
H -3.009 -1.692 0.378
H 0.482 -0.097 0.077
H 1.511 -1.215 -0.860
```

Properties
- energy above the lowest of the compared OMol25 structures with the same formula, charge and spin (kcal/mol) = 113.5
- orbital gap (eV) = 9.046
- charge = +1

[4]
Formula: C4H8N4
Source: the Open Molecules 2025 dataset
Level of theory: wB97M-V/def2-TZVPD

The geometry in XYZ format:
```
16
Properties=species:S:1:pos:R:3
C -0.990 -0.617 0.434
C 0.471 -0.447 0.559
C 0.958 0.944 0.384
C 2.261 0.712 -0.403
H -3.530 0.089 0.123
H -3.264 0.716 -1.288
H -1.510 -1.488 0.812
H 0.739 -0.777 1.578
H 1.080 1.634 1.303
H 0.302 1.483 -0.337
H 3.001 1.489 -0.715
H 1.386 -2.215 -0.315
N -2.906 0.040 -0.644
N -1.593 0.131 -0.334
N 2.389 -0.527 -0.761
N 1.206 -1.168 -0.395
```

Properties
- energy above the lowest of the compared OMol25 structures with the same formula, charge and spin (kcal/mol) = 73.5
- orbital gap (eV) = 9.246
- charge = 0

[5]
Formula: C4H8N4
Source: the Open Molecules 2025 dataset
Level of theory: wB97M-V/def2-TZVPD

The geometry in XYZ format:
```
16
Properties=species:S:1:pos:R:3
C 0.501 1.806 -0.937
C -1.905 0.123 0.684
C -0.836 -0.740 1.014
C 1.216 -1.173 -0.371
H 1.385 1.549 -1.636
H 1.045 2.596 -0.165
H -0.293 2.496 -1.478
H -2.835 0.223 1.184
H -0.136 -2.136 1.992
H 1.383 -2.180 0.301
H 0.718 -1.564 -1.372
H 2.259 -0.558 -0.484
N -0.279 0.576 -0.620
N -1.574 0.866 -0.295
N -0.967 -1.649 1.861
N 0.319 -0.236 0.320
```

Properties
- energy above the lowest of the compared OMol25 structures with the same formula, charge and spin (kcal/mol) = 89.7
- orbital gap (eV) = 9.037
- charge = 0

[6]
Formula: C4H8N4
Source: the Open Molecules 2025 dataset
Level of theory: wB97M-V/def2-TZVPD

The geometry in XYZ format:
```
16
Properties=species:S:1:pos:R:3
C 0.822 -2.386 -1.068
C 0.419 -0.125 -0.404
C -1.637 0.374 1.076
C 0.872 2.722 0.219
H 1.834 -2.356 -0.351
H 1.225 -2.032 -2.075
H 0.216 -3.325 -0.982
H 1.534 0.297 -0.359
H -1.994 1.290 1.530
H -3.207 -1.065 0.897
H 1.053 3.621 0.771
H 1.594 2.291 -0.599
N -0.087 -1.212 -0.911
N -0.429 0.692 0.470
N -2.195 -0.734 0.845
N -0.019 1.948 0.941
```

Properties
- energy above the lowest of the compared OMol25 structures with the same formula, charge and spin (kcal/mol) = 121.8
- orbital gap (eV) = 8.620
- charge = 0

[7]
Formula: C4H8N4
Source: the Open Molecules 2025 dataset
Level of theory: wB97M-V/def2-TZVPD

The geometry in XYZ format:
```
16
Properties=species:S:1:pos:R:3
N -0.711 -0.232 1.173
C -0.791 -0.693 -0.083
N -1.720 -0.598 1.999
C 0.693 1.128 0.198
C 0.557 -0.024 -1.997
C 2.000 1.309 0.393
N 0.166 0.127 -0.773
N -1.582 -1.581 -0.546
H -2.222 -1.423 1.676
H -1.430 -0.631 2.965
H -1.460 -1.803 -1.525
H -0.048 1.855 0.492
H 1.384 0.569 -2.357
H 0.076 -0.761 -2.620
H 2.734 0.575 0.095
H 2.355 2.185 0.907
```

Properties
- energy above the lowest of the compared OMol25 structures with the same formula, charge and spin (kcal/mol) = 104.7
- orbital gap (alpha / beta) (eV) = 5.747 / 7.595
- charge = 0

[8]
Formula: C4H8N4
Source: the Open Molecules 2025 dataset
Level of theory: wB97M-V/def2-TZVPD

The geometry in XYZ format:
```
16
Properties=species:S:1:pos:R:3
C -1.811 0.794 -0.865
C -0.534 1.124 0.070
C 1.690 0.491 0.352
C 0.422 -0.028 0.257
H -2.560 1.582 -0.775
H -1.442 1.033 -1.960
H -2.373 -0.058 -0.495
H -0.821 1.520 1.064
H 2.524 -0.144 0.245
H -0.783 -1.675 -0.607
H 1.816 -2.360 -0.098
H 0.919 -2.640 1.578
N 0.518 2.333 0.104
N 1.632 1.905 0.478
N 0.031 -1.363 0.268
N 0.772 -2.515 0.383
```

Properties
- energy above the lowest of the compared OMol25 structures with the same formula, charge and spin (kcal/mol) = 134.2
- orbital gap (eV) = 9.157
- charge = 0

[9]
Formula: C4H8N4
Source: the Open Molecules 2025 dataset
Level of theory: wB97M-V/def2-TZVPD

The geometry in XYZ format:
```
16
Properties=species:S:1:pos:R:3
C -0.268 1.712 0.325
C -0.058 -0.940 -0.053
N 2.292 -0.309 -0.091
N 0.127 -1.753 -1.161
C -1.388 2.308 0.038
C -1.125 -1.162 0.737
N 0.797 1.287 0.639
N 0.989 -0.020 0.306
H 2.837 0.544 0.016
H 2.668 -0.978 0.582
H -0.743 -2.042 -1.593
H 0.762 -1.266 -1.794
H -1.457 3.387 0.052
H -2.286 1.726 -0.126
H -1.851 -1.931 0.502
H -1.296 -0.563 1.623
```

Properties
- energy above the lowest of the compared OMol25 structures with the same formula, charge and spin (kcal/mol) = 137.1
- orbital gap (alpha / beta) (eV) = 7.191 / 7.190
- charge = 0

[10]
Formula: C4H8N4O
Source: the Open Molecules 2025 dataset
Level of theory: wB97M-V/def2-TZVPD

The geometry in XYZ format:
```
17
Properties=species:S:1:pos:R:3
N -0.938 -0.548 1.298
N 0.299 -2.513 1.426
O 1.444 -3.236 0.858
C -0.863 0.546 0.578
C 0.089 -1.303 0.874
N -1.778 1.557 0.602
N 0.276 0.744 -0.222
C 0.139 1.629 -1.400
C 0.923 -0.578 -0.127
H 1.253 -4.194 0.774
H -2.460 1.540 1.351
H -1.559 2.395 0.190
H -0.057 2.675 -1.081
H -0.574 1.167 -2.130
H 1.049 1.722 -1.958
H 0.816 -0.983 -1.165
H 1.942 -0.621 0.133
```

Properties
- energy above the lowest of the compared OMol25 structures with the same formula, charge and spin (kcal/mol) = 68.9
- orbital gap (eV) = 8.420
- charge = 0